(1)
C26H14Cl5IrN4O | wB97M-V/def2-TZVPD

electronic energy: -3697.72552 Ha
⟨S²⟩: 0.79
orbital gap (alpha / beta): 5.4 / 5.1 eV
ΔE to the lowest compared entry with this formula, charge and spin: 1.284 eV
net charge: +3
spin multiplicity: 2
LUMO energy (alpha / beta): -10.85 / -11.15 eV

Cartesian coordinates (Å):
C  3.417  -0.821  4.994
H  4.965  -1.775  7.312
Cl  -5.831  -0.122  -4.082
N  -2.933  -0.874  -1.512
H  4.726  -0.719  1.338
C  -3.902  -0.823  -0.612
Cl  -3.073  5.407  -3.543
C  -5.973  2.613  -3.767
C  -3.149  2.717  -3.729
H  3.172  -0.730  -0.201
C  1.981  -0.746  1.573
C  -0.128  -0.934  -4.413
C  1.074  -0.784  -0.434
H  1.463  -0.788  4.155
H  1.925  -0.696  -4.994
H  3.064  -0.865  6.012
C  -3.883  3.917  -3.655
N  -1.033  -0.976  -3.440
H  -2.087  -0.687  2.238
C  2.963  -0.747  2.611
C  4.353  -0.744  2.349
C  -1.640  -0.878  -1.123
C  -5.297  3.862  -3.656
C  -5.188  1.467  -3.906
N  2.256  -0.740  0.221
Cl  -7.671  2.536  -3.702
C  -0.625  -0.901  -2.151
C  1.683  -0.722  -2.864
H  -0.485  -1.025  -5.431
C  1.235  -0.774  -4.167
C  0.085  -0.800  0.582
C  0.750  -0.808  -1.818
N  0.669  -0.774  1.784
H  2.734  -0.606  -2.652
Cl  -6.191  5.296  -3.519
C  4.814  -0.816  4.733
C  2.525  -0.783  3.960
H  -4.472  -0.709  1.450
H  4.962  -0.001  7.356
H  6.501  -0.890  7.495
Ir  -3.146  -0.526  -3.736
C  -1.306  -0.816  0.249
O  5.753  -0.844  5.631
C  5.252  -0.780  3.373
H  6.314  -0.791  3.189
C  -3.647  -0.756  0.757
H  -4.922  -0.839  -0.974
C  -3.787  1.482  -3.867
C  -2.339  -0.749  1.191
C  5.520  -0.879  7.021
Cl  -1.451  2.741  -3.625

=====

(2)
C26H14F5NOPRhSe2 | wB97M-V/def2-TZVPD

electronic energy: -6883.10957 Ha
⟨S²⟩: 6.02
orbital gap (alpha / beta): 6.7 / 5.1 eV
ΔE to the lowest compared entry with this formula, charge and spin: 0.279 eV
spin multiplicity: 5
LUMO energy (alpha / beta): -0.96 / -2.58 eV

Cartesian coordinates (Å):
C  1.360  -1.067  -3.119
C  1.849  1.388  -0.282
F  -0.702  1.496  -5.593
C  1.518  3.053  -1.962
H  -3.696  -0.055  4.011
Se  -0.826  -2.759  -2.488
C  0.260  2.638  -2.129
C  -0.623  -0.457  -4.259
C  -2.527  1.786  4.112
H  1.599  -4.542  1.766
C  1.026  -2.650  1.177
F  -1.896  -0.619  -4.509
Se  -5.300  -3.995  1.457
C  -2.845  0.498  3.613
H  1.919  3.935  -2.450
C  2.359  2.385  -1.039
C  -1.726  1.032  -1.586
Rh  -2.052  -1.324  -0.972
H  2.768  -3.688  3.877
H  -0.397  3.078  -2.891
C  -2.129  -0.066  2.504
H  3.441  2.678  -1.071
P  -0.280  -0.328  0.556
C  0.515  0.964  -0.409
H  -2.404  -1.062  2.197
C  0.897  -1.244  1.489
F  2.057  1.786  -5.210
C  2.169  -1.708  3.504
C  -1.463  2.457  3.509
C  1.727  -3.533  2.024
C  1.465  -0.781  2.699
C  -0.013  0.669  -4.861
C  2.000  -0.085  -3.804
F  2.093  -1.692  -2.210
H  1.303  0.261  3.006
C  -0.801  1.934  2.417
H  -3.130  2.251  4.895
H  0.534  -3.108  0.335
H  2.428  0.884  0.475
C  0.052  -1.335  -3.424
C  -1.043  0.615  1.959
H  0.101  2.510  2.079
C  -4.026  -3.124  0.681
O  -2.550  1.708  -2.157
H  -1.081  3.470  3.847
C  1.323  0.847  -4.609
F  3.292  0.133  -3.569
N  -3.169  -2.505  0.213
C  -0.314  1.606  -1.336
H  2.600  -1.270  4.386
C  2.339  -3.064  3.150

=====

(3)
C26H15Cl6N3O | wB97M-V/def2-TZVPD

electronic energy: -4000.35770 Ha
orbital gap: 6.4 eV
spin multiplicity: 1
LUMO energy: -1.86 eV

Cartesian coordinates (Å):
C  3.841  2.019  0.470
H  1.180  0.019  5.538
N  0.975  1.982  1.458
Cl  -0.941  0.607  9.586
C  -2.777  2.657  6.522
H  0.362  1.771  3.910
C  -1.634  1.887  8.717
N  -0.433  3.317  0.610
Cl  -2.563  5.759  9.164
C  5.105  1.708  -0.024
N  0.496  3.101  -0.397
C  -2.894  3.974  7.217
C  2.732  2.100  -0.405
Cl  -4.416  1.970  6.200
C  5.285  1.565  -1.405
H  -3.083  5.302  -2.461
C  4.232  1.820  -2.300
H  6.259  1.271  -1.787
Cl  -1.931  2.854  4.922
C  1.031  0.966  3.601
H  3.685  2.176  1.540
C  -2.013  1.585  7.327
C  -2.833  5.174  -1.405
H  -4.351  6.522  -0.663
Cl  -3.664  5.211  6.346
C  -3.574  5.807  -0.386
H  -2.099  4.305  2.346
C  -0.125  2.728  1.774
C  -3.297  5.568  0.977
C  2.148  -0.156  1.760
C  -2.315  4.640  1.326
H  -3.835  6.111  1.761
C  1.413  2.335  0.154
C  -1.727  4.390  -1.060
C  2.347  -1.028  4.023
C  2.957  2.105  -1.811
H  4.414  1.792  -3.379
H  3.213  -1.973  2.270
C  2.627  -1.135  2.649
C  1.438  0.924  2.271
H  5.932  1.578  0.681
H  2.803  -1.735  4.725
C  -1.791  3.144  9.260
H  -1.044  3.972  -1.798
C  -2.408  4.194  8.492
C  -1.519  4.118  0.295
C  1.491  -0.016  4.492
H  2.351  -0.225  0.688
O  -1.751  0.515  6.803
H  2.126  2.310  -2.492
Cl  -1.241  3.444  10.850

=====

(4)
C26H15FeI2N4O5S3 | wB97M-V/def2-TZVPD

electronic energy: -4648.71376 Ha
⟨S²⟩: 8.76
orbital gap (alpha / beta): 7.7 / 7.0 eV
ΔE to the lowest compared entry with this formula, charge and spin: 0.000 eV
spin multiplicity: 6
LUMO energy (alpha / beta): -0.40 / -1.19 eV

Cartesian coordinates (Å):
C  -2.916  0.490  -1.944
H  -1.036  5.643  -2.976
H  0.482  -0.399  -2.354
H  -5.618  -1.003  -4.286
C  -5.265  0.152  -2.523
H  -1.498  -0.440  -3.267
H  -3.218  -1.380  -4.740
C  3.927  0.164  -0.752
O  1.760  -4.703  4.850
H  -2.091  -4.648  4.771
H  -3.436  -3.016  3.449
C  -1.619  -3.890  4.164
I  3.857  3.125  3.138
C  -0.439  4.900  -2.474
C  -4.281  0.677  -1.693
O  1.525  2.121  1.188
C  -2.542  -0.262  -3.056
C  -2.767  1.700  -0.082
H  5.999  1.524  1.572
C  -1.708  -2.024  2.649
Fe  -0.062  1.538  0.378
H  1.507  -2.832  3.347
C  -4.872  -0.585  -3.623
C  0.428  -2.873  3.360
C  -0.318  -1.972  2.616
C  2.735  0.755  -0.295
N  1.532  0.544  -0.891
H  -6.314  0.317  -2.310
C  2.595  -0.904  -2.448
H  -1.881  3.599  -1.513
S  1.270  4.923  -2.540
H  2.266  3.082  -1.278
C  -0.857  3.853  -1.728
C  0.413  -0.954  1.785
C  3.815  -0.689  -1.870
O  1.622  -0.884  1.817
H  4.701  -1.173  -2.261
S  -2.044  2.564  1.213
H  2.488  -1.559  -3.301
H  -2.271  -1.308  2.067
C  3.877  1.876  1.476
C  5.087  1.301  1.036
C  1.463  -0.258  -1.922
C  2.690  1.616  0.836
N  0.553  -4.783  4.906
C  5.121  0.468  -0.047
I  6.959  -0.327  -0.640
N  0.160  3.070  -1.221
O  -0.381  -0.207  1.045
C  -3.516  -0.792  -3.882
S  -4.492  1.625  -0.260
N  -2.068  1.106  -1.008
C  -0.239  -3.813  4.116
O  -0.056  -5.608  5.556
C  -2.356  -2.979  3.423
C  1.329  3.532  -1.573